Molecular formula: C12H22F3O6PS
Method: DFT, wB97M-V/def2-TZVPD

CARTESIAN COORDINATES (ANGSTROEM)
1 C 5.0985 0.1911 1.2714
2 C 4.2706 -0.0839 -0.0704
3 C 4.8397 0.7890 -1.2832
4 C 2.7056 0.2809 0.1104
5 C 1.9225 -1.0518 0.5208
6 C 1.7230 -2.0146 -0.7610
7 C 0.5856 -0.8033 1.3468
8 O -0.2571 0.2520 0.8343
9 C -1.4197 -0.2509 0.1801
10 O -1.0149 -0.4989 -1.2209
11 S -1.9033 -1.9028 -1.6298
12 O -1.1413 -2.5582 -2.7569
13 O -3.4365 -1.4419 -2.1501
14 C -3.6793 -0.0255 -2.0196
15 C -3.9105 0.4998 -0.5268
16 C -4.8289 -0.4295 0.3728
17 F -5.7104 -1.2380 -0.3621
18 F -4.1539 -1.1832 1.3238
19 F -5.6803 0.4438 1.1109
20 C -2.5119 0.9041 0.1681
21 P -2.7769 1.7272 1.8742
22 O -1.3309 2.5844 2.2702
23 O -3.8687 3.0168 1.4925
24 H 5.9912 -0.5223 1.3354
25 H 4.4477 0.0264 2.1849
26 H 5.4055 1.2812 1.2663
27 H 4.3077 -1.2005 -0.3193
28 H 5.9278 0.5527 -1.5321
29 H 4.2104 0.6296 -2.2207
30 H 4.7388 1.8884 -0.9787
31 H 2.3064 0.5805 -0.9212
32 H 2.5911 1.1184 0.8759
33 H 2.6333 -1.6307 1.2135
34 H 0.8611 -2.7456 -0.6140
35 H 2.7030 -2.5952 -0.8844
36 H 1.6125 -1.3782 -1.6945
37 H 0.0719 -1.8051 1.4831
38 H 0.9102 -0.4741 2.3968
39 H -1.7738 -1.2522 0.5725
40 H -4.6433 0.1965 -2.5959
41 H -2.8858 0.6251 -2.5268
42 H -4.4789 1.4886 -0.6303
43 H -2.0887 1.7370 -0.5023
44 H -1.5834 3.5356 2.3206
45 H -4.7855 2.7377 1.6758

* F_max: 4.33 eV Å⁻¹
* frontier orbital gap: 9.451 eV
* energy: -1960.9393 Ha



Molecular formula: C12H22FHfN3O6P
Method: DFT, wB97M-V/def2-TZVPD

CARTESIAN COORDINATES (ANGSTROEM)
1 C 1.6733 4.7509 0.1168
2 C 3.1314 3.9666 0.1302
3 O 4.1491 4.5260 -0.5358
4 O 3.3545 2.6519 0.8128
5 C 2.6185 1.6540 0.0141
6 C 2.7243 0.1103 0.6033
7 C 2.4509 -0.9984 -0.5708
8 C 1.0948 -1.9213 -0.3364
9 N 0.0076 -1.2347 0.4592
10 P -0.4485 -2.3899 1.7336
11 N -1.7936 -1.8210 2.7543
12 O 0.9193 -2.5106 2.8616
13 C -1.1561 -0.7799 -0.3884
14 C -2.1194 -1.9752 -0.9619
15 C -3.3915 -1.3338 -1.8384
16 N -4.2515 -2.5023 -2.3646
17 C -2.0762 0.3815 0.3891
18 C -1.1431 1.3676 1.3187
19 O -0.5385 1.0279 2.4659
20 F -0.8925 2.7729 0.8333
21 C -0.5743 0.0125 -1.7428
22 O -0.3834 -0.6546 -2.9152
23 O -0.2848 1.4614 -1.7840
24 H 1.7682 5.8367 -0.3658
25 H 0.9407 4.1329 -0.5557
26 H 1.2274 4.9090 1.2083
27 H 1.4699 1.9532 0.0925
28 H 2.9685 1.6925 -1.1263
29 H 3.8511 -0.0088 0.9748
30 H 2.0598 0.0054 1.5599
31 H 2.3440 -0.4171 -1.5811
32 H 3.3930 -1.7306 -0.5627
33 H 1.4615 -2.8406 0.3316
34 H 0.7053 -2.4316 -1.3434
35 H -2.6283 -2.3873 2.4463
36 H -1.6643 -2.0853 3.7634
37 H 1.6358 -1.8582 2.6075
38 H -1.5735 -2.7058 -1.7297
39 H -2.6182 -2.6526 -0.1494
40 H -3.0427 -0.7517 -2.7917
41 H -4.1337 -0.7112 -1.1453
42 H -5.0694 -2.0043 -2.8288
43 H -3.6905 -2.9207 -3.1402
44 H -2.5989 1.0101 -0.4624
45 H -2.9212 -0.1884 0.9838
46 Hf 3.0450 -0.4074 2.7598

* F_max: 9.62 eV Å⁻¹
* frontier orbital gap: 2.897 eV
* net charge: +3
* energy: -1573.5075 Ha